The following is a DFT calculation (ωB97M-V/def2-TZVPD) of an isolated molecule of C20H27N7O3S3.

Geometry as XYZ:
```
60
Properties=species:S:1:pos:R:3:forces:R:3
C 0.781 2.036 -3.232 0.0 0.0 0.2
C 0.515 1.407 -1.865 0.2 0.1 -0.2
C -0.881 0.925 -1.743 -0.1 -0.4 -0.5
N -1.692 1.259 -0.808 1.1 0.7 0.3
N -2.892 0.685 -0.878 -1.4 -0.5 -0.1
C -3.023 -0.122 -1.877 1.0 0.3 -0.4
N -4.118 -0.864 -2.195 -0.2 -0.3 -0.8
C -5.276 -1.136 -1.486 0.0 0.2 0.0
O -6.096 -1.873 -1.971 -0.2 -0.1 0.0
C -5.436 -0.470 -0.148 0.1 -0.1 0.5
S -4.898 -1.602 1.198 -0.1 -0.1 -0.2
C -3.200 -1.718 0.799 -0.3 0.1 0.4
N -2.705 -2.361 -0.222 -0.8 -0.5 0.1
N -1.391 -2.138 -0.238 1.1 0.1 -0.1
C -1.086 -1.361 0.779 -0.5 -0.1 0.0
C 0.266 -0.882 1.010 0.4 0.1 0.1
C 0.529 0.411 1.465 0.2 -0.1 0.0
C 1.838 0.839 1.594 -0.1 0.1 0.1
C 2.874 -0.014 1.268 0.5 0.0 0.0
S 4.551 0.603 1.418 -0.6 0.1 -0.4
O 5.457 -0.477 1.142 -0.2 -0.1 -0.2
O 4.673 1.293 2.667 -0.1 0.3 0.0
N 4.543 1.753 0.209 -0.1 -0.7 0.8
C 5.234 2.996 0.487 0.3 0.3 0.5
C 6.729 2.850 0.758 -0.2 0.1 -0.1
C 4.477 1.233 -1.137 0.1 -0.3 -0.4
C 5.789 0.709 -1.718 -0.2 0.1 0.1
C 2.629 -1.295 0.809 0.2 0.0 0.0
C 1.324 -1.730 0.676 -0.2 0.1 0.1
N -2.215 -1.071 1.489 0.3 -0.6 -0.7
C -2.374 -0.327 2.713 -0.2 0.5 0.4
C -2.977 1.054 2.466 0.2 -0.1 0.1
S -1.583 -0.213 -2.884 -0.4 0.4 0.6
H 0.123 2.886 -3.393 0.0 0.1 -0.1
H 1.810 2.377 -3.289 0.1 0.0 -0.1
H 0.611 1.310 -4.024 0.0 0.0 -0.1
H 1.189 0.559 -1.714 0.1 0.0 0.1
H 0.692 2.130 -1.067 0.0 -0.1 0.0
H -4.032 -1.428 -3.034 -0.2 0.1 0.2
H -4.864 0.453 -0.073 -0.2 -0.1 0.0
H -6.495 -0.313 0.051 0.0 0.0 -0.1
H -0.278 1.094 1.670 -0.1 0.1 0.0
H 2.073 1.830 1.946 -0.1 0.2 0.0
H 4.758 3.410 1.379 0.1 0.2 -0.2
H 5.053 3.671 -0.354 -0.1 -0.1 0.0
H 7.139 3.811 1.059 0.1 0.1 0.0
H 7.265 2.501 -0.119 0.1 0.0 -0.1
H 6.875 2.136 1.564 0.1 0.0 0.1
H 4.066 2.021 -1.778 -0.1 -0.1 0.1
H 3.752 0.414 -1.099 -0.1 0.1 -0.3
H 6.476 1.523 -1.933 0.1 0.0 -0.1
H 5.588 0.177 -2.645 0.0 0.0 -0.1
H 6.249 0.026 -1.010 0.1 0.0 -0.1
H 3.467 -1.929 0.566 0.1 -0.1 0.0
H 1.099 -2.718 0.308 0.0 -0.1 0.0
H -3.030 -0.905 3.371 0.2 0.1 0.0
H -1.389 -0.248 3.181 -0.1 -0.1 0.0
H -4.037 0.968 2.248 -0.1 0.0 0.0
H -2.855 1.668 3.354 0.0 0.1 0.1
H -2.494 1.542 1.622 0.0 0.1 0.0
```
Positions in Å, forces in eV/Å.

Calculated values
Highest occupied orbital energy in eV: -9.0
LUMO energy in Eh: 0.0004
SMILES: CCc1nnc(NC(=O)CSc2nnc(-c3ccc(S(=O)(=O)N(CC)CC)cc3)n2CC)s1
Total charge: 0